Formula: C29H24KN7O3S
Source: OMol25
Level of theory: ωB97M-V/def2-TZVPD

```
65
Properties=species:S:1:pos:R:3
K -0.179 0.049 0.497
C -1.317 -3.046 -1.771
N -1.603 -1.619 -1.797
C -1.277 -0.879 -2.978
C -1.265 0.595 -2.692
C -0.826 1.442 -3.792
C -1.044 2.814 -3.696
C -1.642 3.300 -2.540
C -1.806 2.472 -1.435
N -1.669 1.129 -1.534
C -3.019 -1.370 -1.454
C -3.272 -1.234 0.010
C -4.521 -0.591 0.396
C -4.914 -0.548 1.757
C -4.072 -1.172 2.666
C -2.855 -1.718 2.216
N -2.379 -1.642 0.997
C 0.141 -3.310 -1.489
C 0.708 -4.412 -2.127
C 2.022 -4.763 -1.833
C 2.612 -4.159 -0.755
C 1.969 -3.049 -0.134
N 0.725 -2.605 -0.492
H -1.981 -3.431 -1.002
H -1.655 -3.410 -2.731
H -0.348 -1.207 -3.390
H -2.104 -1.103 -3.773
H -0.264 1.112 -4.668
H -1.042 3.464 -4.525
H -1.884 4.351 -2.426
H -2.080 2.888 -0.491
H -3.331 -0.428 -1.800
H -3.672 -2.132 -1.897
H -5.070 -0.159 -0.460
H -5.889 -0.146 2.061
H -4.264 -1.114 3.735
H -2.163 -2.046 3.001
H 0.075 -4.920 -2.835
H 2.529 -5.620 -2.260
H 3.605 -4.427 -0.477
H 2.475 -2.548 0.687
O 2.161 1.403 2.569
C 2.547 0.323 2.066
O 1.840 -0.700 1.977
C 4.038 0.278 1.612
C 4.987 0.077 2.560
C 6.371 0.033 2.376
C 6.833 0.222 1.067
C 5.922 0.492 0.010
C 4.530 0.405 0.230
S 3.412 0.399 -1.036
H 4.593 -0.118 3.553
H 6.984 -0.223 3.234
H 7.923 0.213 0.849
H 6.280 0.603 -1.001
N 0.066 3.322 3.245
C -0.879 3.259 2.289
O -0.946 2.269 1.514
C -1.672 4.530 2.175
C -2.382 4.907 1.062
N -3.111 5.373 0.235
C -1.886 5.314 3.354
N -2.078 6.006 4.289
H 0.183 4.163 3.772
H 0.829 2.640 3.231
```

Energy above the lowest of the compared OMol25 structures with the same formula, charge and spin = 0.717 eV
Orbital gap = 4.19 eV
LUMO energy = 3.58 eV
Total energy = -2726.71835 Ha
Net charge = -2